Entry from the Open Molecules 2025 dataset: a cluster of 2 separate species, C33H43N2O2Si in total at a distorted geometry (ωB97M-V/def2-TZVPD).

## Properties
Charge = +1
Relative energy (zero: lowest compared OMol25 entry of this formula, charge and spin) = 0.000 eV
Electronic energy = -49866.569 eV

Cartesian coordinates (Å):
C -1.3968 -1.8997 -5.0384
C -1.6298 -1.6178 -3.5578
N -0.8509 -2.5881 -2.7644
C -0.0973 -2.1980 -1.6945
C 0.6564 -3.0732 -0.9395
C 1.5902 -2.6967 0.0096
C 2.3493 -3.6384 0.7739
C 3.6103 -3.2990 1.3047
C 4.3806 -4.2440 1.9412
C 3.9099 -5.5363 2.1053
C 2.6555 -5.8836 1.6340
C 1.8869 -4.9551 0.9746
C -0.8105 -3.9575 -3.3526
C -1.9336 -4.1622 -4.3792
O -1.9434 -3.1698 -5.4231
H -1.8343 -1.1288 -5.6822
H -0.3249 -1.9380 -5.2592
H -1.3569 -0.5971 -3.2766
H -2.6853 -1.7530 -3.3091
H -0.0916 -1.1527 -1.4403
H 0.5575 -4.1235 -1.1464
H 1.8025 -1.6494 0.1283
H 3.9887 -2.3026 1.1545
H 5.3671 -3.9876 2.2915
H 4.5233 -6.2765 2.5919
H 2.2826 -6.8854 1.7759
H 0.9039 -5.2240 0.6296
H 0.1644 -4.1005 -3.8277
H -0.8813 -4.6927 -2.5458
H -1.8593 -5.1432 -4.8643
H -2.9125 -4.1273 -3.8894
C 2.6415 1.2834 -1.1778
Si 1.0093 2.1818 -0.9718
C 1.3644 3.9408 -0.4345
C 0.1743 2.2428 -2.6391
O 0.0005 1.3666 0.1215
C -0.6952 2.0001 1.2180
C 0.3037 2.3682 2.3199
C 1.6084 1.9151 2.2488
C 2.5297 2.2165 3.2287
C 2.1451 2.9588 4.3245
C 0.8348 3.3739 4.4403
C -0.0806 3.0683 3.4526
C -1.4825 3.2030 0.6829
C -1.3181 4.4985 1.1548
C -2.0629 5.5433 0.6487
C -2.9929 5.3127 -0.3405
C -3.1482 4.0394 -0.8434
C -2.3954 3.0001 -0.3363
C -1.6835 0.9532 1.8284
C -0.9504 -0.2887 2.3643
C -1.9008 -1.4730 2.1224
C -2.8698 -1.0076 1.0209
N -2.6703 0.4469 0.8411
H 3.2082 1.7275 -1.9919
H 3.2398 1.3535 -0.2745
H 2.4704 0.2354 -1.4054
H 2.1984 4.3565 -0.9934
H 0.4840 4.5505 -0.6151
H 1.6033 3.9680 0.6245
H 0.7693 2.8233 -3.3377
H 0.0547 1.2382 -3.0306
H -0.8029 2.7047 -2.5455
H 1.8894 1.3047 1.4124
H 3.5426 1.8584 3.1444
H 2.8680 3.2172 5.0819
H 0.5211 3.9248 5.3125
H -1.1050 3.3820 3.5550
H -0.5767 4.7092 1.9017
H -1.9202 6.5417 1.0287
H -3.5980 6.1217 -0.7178
H -3.8673 3.8542 -1.6238
H -2.5026 2.0094 -0.7409
H -2.2324 1.4331 2.6503
H -0.0143 -0.4112 1.8113
H -0.6803 -0.1768 3.4212
H -1.3545 -2.3761 1.8258
H -2.4463 -1.7220 3.0420
H -2.6626 -1.4964 0.0616
H -3.9131 -1.2310 1.2767
H -3.5546 0.9566 0.9280